# C36H108O36

18 unconnected molecules or ions with the total composition C36H108O36 (wB97M-V/def2-TZVPD, the OMol25 dataset).

Properties
Total energy   -112783.5851 eV
Spin multiplicity   1
Highest occupied orbital energy   -8.6 eV
Energy relative to the best compared isomer or geometry (same formula, charge and spin)   2.0993 eV

Structure (XYZ):
```
180
Properties=species:S:1:pos:R:3:forces:R:3
O 5.37308 -0.54118 -0.69363 0.6 -0.3 0.2
O 1.30695 3.17888 2.45047 0.1 -0.8 -0.3
O -4.77512 -5.77423 2.85282 -2.9 1.6 -2.7
O -4.02074 -3.09035 2.61250 0.7 -0.3 1.4
O -4.10707 -0.27927 -1.56960 -0.6 1.0 -0.3
O 4.10739 -1.36056 1.99540 0.8 -0.4 0.0
O -5.37586 5.84457 -4.04774 1.5 0.0 0.7
O -1.38193 0.55048 -1.38789 0.1 0.6 -0.5
O -4.89132 4.31453 2.65611 -0.4 -0.4 -0.8
O 2.54914 4.02230 4.63652 0.1 -1.0 0.7
O -4.52406 2.77416 -7.60842 -1.3 0.4 0.2
O 2.67942 -5.83128 -3.93099 0.0 -1.1 0.0
O 2.38192 -0.60133 -4.02729 0.1 0.3 1.5
O -0.39764 0.02657 5.60049 0.9 1.0 -0.7
O 6.39281 -2.42861 1.17448 0.0 -1.4 1.3
O 2.69150 5.45179 1.30245 0.7 0.0 0.3
O -5.64515 0.35677 -6.29628 -2.0 0.2 0.2
O 0.35856 -2.37995 -3.93641 0.0 0.3 0.0
O -1.81938 -5.50455 3.51388 -0.1 0.2 0.8
O -1.80751 -2.17667 4.29671 1.4 -0.2 0.7
O -0.16130 1.18143 -3.93340 0.1 1.4 0.7
O -2.22577 5.51789 -1.95241 -1.1 1.2 0.6
O -0.28314 -0.90599 0.90800 0.5 0.7 1.0
O -5.43689 1.81996 1.27362 0.8 0.0 -0.5
O 3.25049 -5.33920 -1.06433 -1.1 -1.4 0.1
O -0.54136 -3.77573 1.58533 -0.3 0.2 -0.7
O 5.15899 4.61487 5.81703 -0.7 0.9 -0.1
O 3.96739 -4.31646 1.48763 -1.2 1.0 -0.3
O 5.61722 2.28120 4.75214 -0.2 -0.5 -1.2
O 1.86178 1.84210 -2.19677 0.5 0.1 0.4
O -1.21304 -0.76541 -5.92069 0.2 2.3 0.0
O 3.20474 1.19401 2.17724 -0.5 -1.4 -0.5
O 2.51004 -0.67416 6.34683 -0.5 0.2 -1.3
O -4.85175 -1.15619 1.03849 0.5 -1.4 -1.6
O -0.31705 -2.67013 -1.23624 0.5 -0.5 0.4
O -0.05173 3.75565 -2.46637 -0.4 0.3 -1.7
C -0.20120 -2.79683 -5.15581 -1.7 -0.6 1.1
C 3.04497 1.03128 -2.19425 -1.5 -1.6 -0.3
C 3.05597 -1.97491 1.24455 0.0 -0.7 2.2
C -4.32141 0.61952 -6.51431 1.4 0.4 0.9
C -4.09649 -2.51528 3.91804 -0.5 0.9 1.1
C -1.29019 -4.08805 0.41933 0.0 -1.4 -0.9
C 7.15895 -2.16280 0.08547 -0.4 1.6 -2.3
C 4.74798 1.40869 4.00795 -0.3 -0.9 0.1
C -4.01080 2.12897 -6.46278 1.6 -0.9 -0.8
C 1.71429 -1.01599 5.14944 1.4 0.2 0.6
C 2.68948 -0.46666 -2.60273 1.2 1.2 0.3
C -4.41162 6.20327 -2.99877 -0.5 0.2 0.5
C -0.52965 -4.05265 -0.91023 -0.6 1.4 0.7
C -3.01760 -1.48082 4.21474 0.1 -0.3 -1.4
C 0.69000 4.14141 1.65959 0.3 -0.1 -2.5
C 2.25001 -4.69484 -3.25725 1.0 1.1 1.5
C -0.86840 2.37457 -4.34781 -0.2 -0.4 -0.8
C -4.10528 -6.44703 3.76784 3.4 -1.3 0.8
C -0.14586 3.68349 -3.91302 -0.8 -1.3 0.0
C -1.12574 1.09243 -0.11522 0.8 -0.8 0.9
C 3.15142 -4.30777 -1.97623 0.1 -0.2 -1.9
C 2.89436 -3.40225 1.89002 0.2 0.1 -0.8
C 4.57282 5.40903 4.79696 -1.6 0.0 0.7
C 0.14278 0.43585 0.51675 -2.1 -1.1 0.5
C -1.48842 -2.04441 -5.47373 0.1 -1.0 -0.5
C 4.26350 1.92017 2.65183 1.2 2.3 1.2
C -2.64302 -6.63279 3.25987 0.2 -0.1 0.6
C -3.41390 5.09427 -2.64707 1.2 -0.5 -0.7
C -4.62465 2.85972 0.67301 -0.7 -0.2 1.8
C 1.65496 4.78263 0.60728 -0.2 1.3 0.7
C -3.95118 3.67325 1.78498 0.5 0.6 0.1
C 0.80737 0.13739 4.74836 -1.9 -1.5 1.9
C -4.81161 -2.00910 -0.13929 -0.6 0.0 -1.3
C 6.24255 -1.61272 -1.06511 0.1 -1.2 0.1
C -3.81010 -1.59469 -1.22686 0.5 0.0 1.3
C 2.99501 5.32650 4.88727 0.2 1.4 -0.8
H 4.18146 -4.16836 -2.30437 0.1 0.7 -0.7
H -0.84769 1.09748 -1.96840 0.2 -0.3 -0.9
H 3.23468 -1.30383 6.34213 0.1 0.0 0.2
H 5.96403 0.16357 -0.41849 -0.1 0.4 0.1
H -0.59854 -1.41554 0.15801 0.3 0.2 -1.0
H 2.96472 -3.41924 2.97762 -0.2 0.9 0.1
H 2.45381 1.78972 2.12397 -0.7 0.3 0.0
H 1.22614 -4.78492 -2.89435 -0.2 0.0 -0.2
H -1.91883 2.33227 -4.05988 0.0 0.2 1.1
H 1.36271 1.64446 -2.99267 -0.2 -0.6 -0.6
H -4.71676 -3.07589 0.06331 0.3 0.1 0.8
H -4.04435 0.14468 -7.45551 0.6 0.4 -0.3
H -5.06298 -2.06557 4.14560 -0.4 0.0 -0.5
H -0.52817 0.41241 -4.37568 -0.2 -0.3 -0.5
H 3.99605 -0.40704 1.99168 -0.5 0.3 -0.2
H 3.39914 0.99756 -1.16396 0.2 0.1 -0.2
H 5.20991 0.44422 3.79697 0.3 -0.2 0.4
H 2.77846 -3.40065 -1.50068 -0.3 0.3 -0.2
H -0.52330 -3.81311 -4.92886 0.3 -0.4 -0.6
H -4.44693 4.87643 3.29515 0.2 -0.1 -0.1
H 3.93023 2.94267 2.82939 0.2 0.3 -0.2
H 1.19039 5.54112 -0.02276 -1.0 0.1 0.3
H 1.24320 -1.96356 5.41073 -0.9 0.3 -0.3
H 2.77607 3.50046 5.40968 -0.1 -0.4 0.1
H 7.63652 -3.05601 -0.31729 0.1 -0.1 0.2
H -5.76514 -1.95376 -0.66448 -0.4 0.2 0.2
H -6.20724 2.27410 1.62278 -0.1 -0.1 0.2
H -4.44350 -4.87449 2.80698 0.0 0.5 -0.3
H 1.89567 -3.78148 1.67342 0.3 -0.4 -0.5
H -4.53620 -7.43867 3.90588 -0.2 0.0 0.3
H -4.22384 -2.38303 1.99601 -0.2 0.6 -0.2
H 2.53721 5.74890 5.78176 0.6 -0.4 0.8
H -1.02809 2.25708 -5.41963 0.7 0.7 -0.4
H 4.90827 6.43739 4.93134 0.0 0.0 -0.2
H 3.48773 5.35491 0.77499 0.1 0.2 0.2
H 6.33035 1.74987 5.11372 0.1 0.1 0.1
H 3.23672 -0.56997 -4.46311 0.0 -0.1 -0.2
H -5.33733 3.42387 0.07141 0.6 0.5 -0.3
H -2.94277 2.29793 -6.60015 0.3 -0.4 0.6
H -0.00694 3.65383 0.97796 -0.6 -0.2 0.4
H 3.31513 -1.94579 0.18621 -0.2 -0.4 -0.1
H -3.84788 -2.22437 -2.11579 -0.3 -0.5 0.1
H -3.82866 2.41305 0.07721 -0.3 -0.1 -0.1
H 5.60877 -2.46647 -1.30496 -0.4 0.1 -0.1
H -0.88958 -0.70579 5.22202 -0.1 -0.4 -0.1
H 1.93141 -0.86525 -1.92852 -0.8 0.3 -0.6
H 0.49508 -2.74455 -5.99281 0.1 -0.1 0.0
H -0.70249 4.53760 -4.29870 -0.3 0.0 0.3
H 1.04791 0.33060 -0.08138 -0.2 0.5 -0.4
H -3.12052 -0.89332 5.12707 -0.4 -0.3 0.1
H -1.66954 -4.92927 2.76010 -0.1 -0.2 -0.3
H 0.66389 3.15767 -2.23853 0.5 -0.1 0.6
H -3.88795 7.13950 -3.19196 0.1 -0.1 -0.5
H 2.23090 -6.58225 -3.53541 0.3 -0.3 0.0
H -2.18752 -7.46473 3.79700 0.1 -0.2 0.0
H 7.91053 -1.40180 0.29553 0.5 0.1 0.2
H -2.59836 -6.82642 2.18814 -0.5 -0.4 -0.1
H -2.05042 -2.57107 -6.24501 -0.1 -0.4 -0.1
H -2.88077 -0.79006 3.38274 -0.6 0.5 -0.2
H 4.71059 -3.71558 1.57810 1.0 -0.4 -0.1
H -3.92892 4.34350 -2.04775 0.0 -0.3 -0.2
H -2.93916 4.66997 -3.53177 -1.1 -0.4 -0.6
H -3.28739 0.10910 -1.88407 0.3 0.4 0.1
H -5.29109 3.21828 -7.23963 -0.3 0.4 -0.7
H 0.80434 3.76606 -4.44067 0.4 -0.2 0.4
H -3.96328 -3.25932 4.70338 0.1 -0.6 -0.4
H -1.08802 2.18111 -0.07727 0.1 0.2 -0.4
H -2.17024 -3.44554 0.39140 -0.2 -0.1 -0.2
H 5.65163 -1.82338 1.25155 -0.6 0.6 0.3
H 2.35678 -1.26793 4.30574 0.5 0.2 -0.1
H 5.07569 1.96104 1.92603 0.2 -0.1 -0.1
H 3.87759 1.22073 4.63659 -0.2 -0.1 -0.1
H 1.56480 3.61198 3.26749 0.5 -0.1 0.6
H 2.39917 5.87008 4.15406 1.0 0.6 -0.7
H -0.01708 -2.67095 -2.14818 0.1 0.5 -0.6
H -4.03025 -5.84949 4.67637 0.0 -0.5 0.7
H 3.76513 1.46646 -2.88714 0.3 -0.1 0.1
H -5.64274 6.67739 -4.44367 -0.1 0.0 -0.1
H -1.48762 4.96266 -2.21406 0.0 -0.2 0.2
H -3.26920 4.39489 1.33526 -0.2 0.5 -0.4
H 0.84233 -1.56372 -4.08247 0.6 0.3 0.0
H 6.76730 -1.36621 -1.98813 0.4 0.1 0.1
H -2.78737 -1.60594 -0.85001 0.2 -0.3 0.1
H 3.52622 -1.10215 -2.31271 0.4 0.1 -0.4
H 2.09864 4.18084 -0.18587 -0.2 -1.2 0.5
H -1.99075 0.78364 0.47173 0.2 0.0 0.5
H -3.80038 0.09690 -5.71212 0.4 0.1 0.0
H 3.63425 -5.00573 -0.25001 0.2 0.2 0.7
H -6.09780 0.91771 -6.93037 -0.6 -0.1 -0.1
H -0.63261 -0.75157 -6.68523 0.0 -0.2 -0.1
H -4.82535 -0.27708 0.65369 -0.1 0.8 0.3
H -2.16319 -1.91886 -4.62696 0.3 -0.2 0.3
H 0.38945 -4.63089 -0.81539 0.2 0.1 -0.1
H -3.26594 3.07761 2.38811 -0.2 -0.7 0.0
H -1.14755 -4.41676 -1.73104 -0.2 -0.7 0.2
H 5.03223 3.72981 5.46745 0.6 -0.7 0.3
H 0.13907 4.80657 2.32453 0.2 0.6 -0.5
H -1.76247 -2.77417 3.54666 0.1 -0.3 -0.1
H 1.22514 1.11851 4.97409 0.2 -0.2 -0.2
H 2.15549 -1.39827 1.45600 -0.3 -0.2 -0.4
H 0.35924 0.97033 1.44172 0.2 -0.1 0.1
H 0.47664 0.02841 3.71548 0.3 0.2 -0.2
H -5.00882 6.39042 -2.10634 0.0 0.1 0.2
H 2.30074 -3.94151 -4.04338 0.0 0.6 0.6
H -0.61410 -2.81859 1.57115 0.7 0.6 0.7
H 4.86886 4.97723 3.84092 0.0 0.4 -0.3
H -1.58514 -5.13614 0.47016 -0.4 -0.1 0.5
H -4.32261 2.65268 -5.55911 -0.2 -0.4 0.2
```
Positions in Å, forces in eV/Å.

Results of the Mulliken charge analysis, in e, for atoms 1 through 99:
1. O -0.196
2. O -0.119
3. O -0.623
4. O -0.126
5. O -0.641
6. O -0.909
7. O -0.508
8. O 1.063
9. O -0.581
10. O -0.664
11. O -0.593
12. O -0.635
13. O -0.399
14. O -0.672
15. O -0.538
16. O -0.500
17. O -0.534
18. O 0.243
19. O -0.500
20. O -0.602
21. O -0.075
22. O -0.635
23. O 1.083
24. O -0.554
25. O -0.680
26. O -0.338
27. O -0.586
28. O -0.737
29. O -0.548
30. O -0.407
31. O -0.433
32. O 1.011
33. O -0.641
34. O -0.667
35. O 0.983
36. O -0.420
37. C -0.551
38. C -0.587
39. C 0.970
40. C 0.147
41. C -0.679
42. C -0.239
43. C -0.558
44. C -0.659
45. C -0.132
46. C 0.087
47. C 0.818
48. C -0.697
49. C -0.625
50. C -0.011
51. C 0.537
52. C -0.261
53. C -0.241
54. C -0.385
55. C -0.981
56. C -1.017
57. C 0.207
58. C -0.182
59. C -0.388
60. C 1.358
61. C -0.532
62. C -0.201
63. C -0.355
64. C 0.772
65. C 0.231
66. C -0.516
67. C -0.300
68. C 0.675
69. C -1.112
70. C -0.311
71. C 0.900
72. C -0.489
73. H 0.472
74. H -0.677
75. H 0.337
76. H 0.185
77. H -0.706
78. H 0.171
79. H -0.279
80. H 0.087
81. H 0.110
82. H 0.047
83. H 0.561
84. H 0.239
85. H 0.336
86. H -0.241
87. H 0.415
88. H -0.198
89. H 0.565
90. H -0.084
91. H 0.389
92. H 0.317
93. H 0.031
94. H 0.469
95. H 0.459
96. H 0.312
97. H 0.415
98. H 0.504
99. H 0.295